1.
C6H15ClLi2NO2 | the ωB97M-V functional and the def2-TZVPD basis

Properties
Orbital gap: 6.914 eV
Total charge: +1

Geometry (Å):
Li1 16.38103 0.04458 -10.36967
Li2 16.19439 -1.08812 -8.22418
Cl1 17.10196 -1.52066 -9.86421
C1 13.01718 -2.72365 -14.91067
O1 13.05840 -3.62869 -13.87770
C2 13.49167 -2.96908 -12.61612
C3 13.10793 -4.08053 -11.56820
N1 13.34532 -3.77573 -10.14599
C4 14.65676 -3.04069 -9.98575
C5 14.99836 -3.13691 -8.40626
O2 15.72213 -4.26530 -7.87077
C6 17.03660 -4.34518 -8.41789
H1 12.07742 -2.17576 -14.97981
H2 13.09629 -3.20522 -15.88531
H3 13.78160 -1.94979 -14.98078
H4 13.01437 -2.01213 -12.40514
H5 14.55696 -2.76058 -12.71503
H6 13.55037 -5.06096 -11.74457
H7 12.02688 -4.19816 -11.64301
H8 13.40466 -4.65395 -9.65072
H9 14.73459 -1.95833 -10.08847
H10 15.43419 -3.51769 -10.58256
H11 14.08995 -3.15729 -7.80420
H12 15.50551 -2.25770 -8.00890
H13 17.66428 -3.50107 -8.13221
H14 17.12203 -4.33676 -9.50451
H15 17.56372 -5.12371 -7.86640

Löwdin atomic charge list, values in e, 5 entries:
1. Li 0.584
2. Li 0.585
3. Cl 0.033
4. C -0.169
5. O -0.172



2.
C16H36N2OP | the ωB97M-V functional and the def2-TZVPD basis

Properties
Orbital gap: 9.368 eV
Total charge: +1

Geometry (Å):
C1 3.39092 -1.12191 -2.44171
C2 2.21554 -0.38780 -3.01565
N1 1.99879 0.85025 -2.96923
C3 1.11599 -1.17914 -3.66087
P1 -0.29876 -0.41683 -2.89036
O1 -1.61773 -1.36845 -2.93241
C4 -2.57881 -0.71623 -2.34075
N2 -3.37555 -0.04520 -1.81582
H1 4.08338 -1.36987 -3.22881
H2 3.05143 -2.03304 -1.98487
H3 3.84612 -0.49411 -1.70529
H4 2.76648 1.31331 -2.49324
H5 1.10477 -1.02419 -4.72518
H6 1.20767 -2.22531 -3.42962
H7 0.00905 -0.21322 -1.54716
H8 -0.52941 0.83217 -3.46760
C5 -4.81467 -5.34812 1.58974
C6 -3.29231 -5.44205 1.65027
C7 -2.65297 -4.37567 2.53960
C8 -2.89456 -2.93362 2.08974
C9 -2.42598 -2.62074 0.67134
C10 -0.92651 -2.79706 0.46173
H9 -5.14735 -4.39734 1.17036
H10 -5.22602 -6.14154 0.96586
H11 -5.24766 -5.44780 2.58601
H12 -2.87941 -5.38992 0.63811
H13 -3.01459 -6.42384 2.03901
H14 -1.57712 -4.56410 2.60357
H15 -3.03510 -4.48578 3.55746
H16 -2.38665 -2.26147 2.78782
H17 -3.95739 -2.69648 2.16819
H18 -2.69619 -1.58730 0.43870
H19 -2.96291 -3.24697 -0.04772
H20 -0.35148 -2.14820 1.12641
H21 -0.67563 -2.54325 -0.57530
H22 -0.60848 -3.82482 0.63324
C11 0.51814 2.77561 -0.21730
C12 1.62056 3.75445 -0.61068
C13 2.83656 3.69893 0.31382
C14 2.55328 4.06211 1.77241
C15 1.94324 5.44762 1.98002
C16 2.84594 6.58533 1.50961
H23 0.12343 2.98317 0.77655
H24 -0.31718 2.83358 -0.91915
H25 0.89738 1.74729 -0.22268
H26 1.21553 4.76736 -0.64440
H27 1.94888 3.52720 -1.62970
H28 3.61129 4.35943 -0.08256
H29 3.26108 2.68769 0.28594
H30 3.49098 3.99955 2.33122
H31 1.89207 3.31221 2.21608
H32 1.73722 5.57675 3.04433
H33 0.97558 5.51523 1.47494
H34 3.80085 6.56511 2.03739
H35 2.37861 7.55134 1.69908
H36 3.04961 6.52571 0.43949

Löwdin atomic charge list, values in e, 5 entries:
1. C 0.012
2. C -0.496
3. N 0.144
4. C -0.213
5. P 1.093



3.
C5H6N2O2 | the ωB97M-V functional and the def2-TZVPD basis

Properties
Orbital gap: 8.683 eV
Total charge: 0

Geometry (Å):
N1 0.36242 -1.48745 -0.45473
C1 -0.08187 -0.49151 0.35130
C2 -1.25996 -0.54358 1.01861
N2 -2.40208 -0.13398 0.67809
C3 -2.32229 0.51850 -0.54400
O1 -1.35448 1.05681 -1.01009
C4 1.00160 0.40455 0.91344
C5 1.84790 0.86141 -0.24844
O2 2.91128 0.38197 -0.53014
H1 -0.28234 -2.18618 -0.77779
H2 1.34731 -1.67664 -0.53612
H3 -3.31014 0.55240 -1.03885
H4 0.54666 1.25615 1.41820
H5 1.61674 -0.16497 1.61723
H6 1.37926 1.65253 -0.85672

Löwdin atomic charge list, values in e, 5 entries:
1. N 0.167
2. C -0.366
3. C -0.053
4. N 0.076
5. C -0.342



4.
C2H10N2S | the ωB97M-V functional and the def2-TZVPD basis

Properties
Orbital gap: 9.649 eV
Total charge: 0

Geometry (Å):
N1 0.06761 -0.43694 1.18754
C1 0.95148 -1.42274 0.60407
N2 1.24445 -2.61998 1.42680
H1 0.32782 -0.25222 2.12544
H2 -0.88985 -0.61864 0.96482
H3 0.51779 -1.83234 -0.30119
H4 1.92317 -0.98698 0.39305
H5 1.87184 -2.33963 2.17126
H6 0.41187 -2.90237 1.93921
C2 -1.32878 2.29410 -2.17350
S1 -0.85614 2.59133 -0.42292
H7 -1.63233 1.27253 -2.36606
H8 -2.16714 2.96284 -2.36486
H9 -0.50535 2.67045 -2.77476
H10 0.06355 1.62059 -0.40890

Löwdin atomic charge list, values in e, 5 entries:
1. N -0.002
2. C -0.366
3. N -0.022
4. H 0.057
5. H 0.059



5.
C23H29FN2O4 | the ωB97M-V functional and the def2-TZVPD basis

Properties
Orbital gap: 9.254 eV
Total charge: 0

Geometry (Å):
C1 2.58063 3.11738 1.35506
C2 3.18639 1.74674 1.66600
C3 4.60824 1.64659 1.11882
C4 3.15191 1.46706 3.16808
C5 1.72865 1.29949 3.68780
O1 1.41375 1.60234 4.81735
C6 0.83855 0.67150 2.72682
C7 1.25050 0.38891 1.47574
C8 0.32834 -0.28679 0.49167
O2 -0.78383 0.18202 0.30709
N1 0.81039 -1.35413 -0.16179
C9 1.90082 -2.17363 0.31058
C10 1.32743 -3.46535 0.90006
C11 0.48578 -4.19257 -0.14685
C12 -0.61551 -3.28917 -0.71627
C13 -1.73711 -2.99727 0.29206
C14 -3.10828 -2.86210 -0.38166
C15 -3.14774 -1.85426 -1.52348
O3 -3.16670 -2.19958 -2.69004
N2 -3.23729 -0.56458 -1.13518
C16 -3.27595 0.52372 -2.09553
C17 -1.93842 1.20894 -2.19446
C18 -0.94999 0.73585 -3.04763
C19 0.30932 1.30940 -3.06584
C20 0.60042 2.37537 -2.23180
C21 -0.37148 2.87751 -1.38529
C22 -1.61970 2.28485 -1.37557
F1 -2.56279 2.78514 -0.55032
C23 0.02822 -1.98723 -1.20508
O4 2.42871 0.74600 0.95055
H1 1.55779 3.17175 1.72091
H2 3.16425 3.89986 1.83143
H3 2.57440 3.28157 0.28037
H4 4.60085 1.80898 0.04445
H5 5.02025 0.65976 1.31523
H6 5.24135 2.39376 1.58764
H7 3.64845 2.26869 3.71440
H8 3.68114 0.53382 3.38839
H9 -0.15520 0.40199 3.04277
H10 2.48121 -1.63604 1.05883
H11 2.55384 -2.40656 -0.53721
H12 0.71132 -3.21750 1.76650
H13 2.14405 -4.10612 1.23584
H14 0.04334 -5.08931 0.29008
H15 1.13739 -4.51012 -0.96479
H16 -1.05791 -3.78834 -1.58377
H17 -1.51298 -2.08525 0.84492
H18 -1.80221 -3.81368 1.01544
H19 -3.84956 -2.57647 0.36689
H20 -3.39498 -3.82660 -0.80527
H21 -2.97973 -0.30835 -0.19325
H22 -4.04453 1.23541 -1.78086
H23 -3.54928 0.08205 -3.05698
H24 -1.17993 -0.09682 -3.69651
H25 1.06630 0.92247 -3.73149
H26 1.58416 2.82076 -2.24505
H27 -0.17561 3.70986 -0.72752
H28 -0.72920 -1.27836 -1.53282
H29 0.70023 -2.19645 -2.04362

Löwdin atomic charge list, values in e, 5 entries:
1. C 0.008
2. C -0.525
3. C -0.007
4. C -0.036
5. C -0.406



6.
C22H26ClHoSiTc | the ωB97M-V functional and the def2-TZVPD basis

Properties
⟨S²⟩: 15.7828
Orbital gap (alpha / beta): 6.274 / 3.689 eV
Total charge: 0
Spin multiplicity: 8

Geometry (Å):
Ho1 -0.77673 0.38996 -2.01138
Cl1 -1.59082 2.69476 -2.07620
C1 -2.80915 -0.43761 -1.40712
H1 -2.89110 -1.02472 -0.48505
H2 -3.13652 -1.06869 -2.24909
H3 -3.52837 0.39358 -1.34410
Tc1 0.33521 -0.86725 -5.04076
C2 1.98802 0.39343 -5.17172
C3 -1.27088 -0.38301 -6.29108
C4 -0.03617 -1.71220 -3.31831
H4 -1.95151 -1.23782 -6.45274
H5 -1.90436 0.43277 -5.90660
H6 -0.95486 -0.05715 -7.30240
H7 2.91300 -0.06916 -4.78496
H8 2.20255 0.68680 -6.21492
H9 1.86407 1.33453 -4.61520
H10 -1.01441 -2.09170 -2.94463
H11 0.64813 -1.92038 -2.46267
C5 -0.49348 4.46331 2.19164
C6 0.36342 4.11370 1.13398
C7 0.57410 2.76621 0.83034
C8 -0.14468 1.75931 1.50543
C9 -0.95184 2.11290 2.59848
C10 -1.13318 3.46295 2.93607
Si1 -0.00671 0.01287 0.85503
C11 1.77147 -0.44379 1.17290
C12 2.58290 -0.93321 0.13328
C13 3.91261 -1.27562 0.39368
C14 4.43597 -1.12129 1.68562
C15 3.63701 -0.61868 2.71913
C16 2.30312 -0.27439 2.45931
C17 -1.01961 -1.10138 1.94943
C18 -0.45899 -2.27410 2.48866
C19 -1.22144 -3.11382 3.31407
C20 -2.55907 -2.79381 3.58915
C21 -3.14049 -1.64157 3.03923
C22 -2.37095 -0.79949 2.22136
H12 -0.65914 5.51754 2.42742
H13 0.86633 4.89064 0.54819
H14 1.28812 2.49318 0.04333
H15 -1.43981 1.33928 3.19287
H16 -1.77824 3.73313 3.77856
H17 2.17161 -1.04246 -0.87498
H18 4.54123 -1.66158 -0.41293
H19 5.47414 -1.39105 1.88407
H20 4.04023 -0.49172 3.72631
H21 1.68513 0.13126 3.26363
H22 0.58110 -2.52395 2.27348
H23 -0.76569 -4.01071 3.74452
H24 -3.15644 -3.45378 4.22124
H25 -4.18630 -1.38768 3.24846
H26 -2.82856 0.10169 1.79796

Löwdin atomic charge list, values in e, 5 entries:
1. Ho 0.948
2. Cl -0.159
3. C -0.350
4. H -0.042
5. H -0.021



- Look up the total charge of the second one.
  +1



- What is the formula in the sixth record?
  C22H26ClHoSiTc



Please write out number 2 again, unchanged.
C16H36N2OP | the ωB97M-V functional and the def2-TZVPD basis

Properties
Orbital gap: 9.368 eV
Total charge: +1

Geometry (Å):
C1 3.39092 -1.12191 -2.44171
C2 2.21554 -0.38780 -3.01565
N1 1.99879 0.85025 -2.96923
C3 1.11599 -1.17914 -3.66087
P1 -0.29876 -0.41683 -2.89036
O1 -1.61773 -1.36845 -2.93241
C4 -2.57881 -0.71623 -2.34075
N2 -3.37555 -0.04520 -1.81582
H1 4.08338 -1.36987 -3.22881
H2 3.05143 -2.03304 -1.98487
H3 3.84612 -0.49411 -1.70529
H4 2.76648 1.31331 -2.49324
H5 1.10477 -1.02419 -4.72518
H6 1.20767 -2.22531 -3.42962
H7 0.00905 -0.21322 -1.54716
H8 -0.52941 0.83217 -3.46760
C5 -4.81467 -5.34812 1.58974
C6 -3.29231 -5.44205 1.65027
C7 -2.65297 -4.37567 2.53960
C8 -2.89456 -2.93362 2.08974
C9 -2.42598 -2.62074 0.67134
C10 -0.92651 -2.79706 0.46173
H9 -5.14735 -4.39734 1.17036
H10 -5.22602 -6.14154 0.96586
H11 -5.24766 -5.44780 2.58601
H12 -2.87941 -5.38992 0.63811
H13 -3.01459 -6.42384 2.03901
H14 -1.57712 -4.56410 2.60357
H15 -3.03510 -4.48578 3.55746
H16 -2.38665 -2.26147 2.78782
H17 -3.95739 -2.69648 2.16819
H18 -2.69619 -1.58730 0.43870
H19 -2.96291 -3.24697 -0.04772
H20 -0.35148 -2.14820 1.12641
H21 -0.67563 -2.54325 -0.57530
H22 -0.60848 -3.82482 0.63324
C11 0.51814 2.77561 -0.21730
C12 1.62056 3.75445 -0.61068
C13 2.83656 3.69893 0.31382
C14 2.55328 4.06211 1.77241
C15 1.94324 5.44762 1.98002
C16 2.84594 6.58533 1.50961
H23 0.12343 2.98317 0.77655
H24 -0.31718 2.83358 -0.91915
H25 0.89738 1.74729 -0.22268
H26 1.21553 4.76736 -0.64440
H27 1.94888 3.52720 -1.62970
H28 3.61129 4.35943 -0.08256
H29 3.26108 2.68769 0.28594
H30 3.49098 3.99955 2.33122
H31 1.89207 3.31221 2.21608
H32 1.73722 5.57675 3.04433
H33 0.97558 5.51523 1.47494
H34 3.80085 6.56511 2.03739
H35 2.37861 7.55134 1.69908
H36 3.04961 6.52571 0.43949

Löwdin atomic charge list, values in e, 5 entries:
1. C 0.012
2. C -0.496
3. N 0.144
4. C -0.213
5. P 1.093